Record 1
{"formula": "C43H44As2N11O8SY", "method": "ωB97M-V with the def2-TZVPD basis set", "largest_force_ev_per_a": 1.2, "relative_energy_ev": 0.780, "orbital_gap_ev": 7.02, "e_tot_ha": -7777.3421, "e_homo_ha": -0.28352, "symbols": ["Y", "C", "C", "N", "C", "S", "N", "N", "C", "C", "C", "C", "C", "C", "C", "N", "H", "H", "H", "H", "H", "H", "H", "H", "H", "H", "H", "H", "H", "O", "C", "O", "C", "C", "C", "C", "C", "C", "O", "N", "O", "O", "N", "O", "O", "H", "H", "C", "As", "C", "C", "C", "C", "C", "C", "C", "As", "C", "C", "H", "H", "H", "H", "H", "H", "H", "H", "H", "H", "H", "H", "H", "H", "H", "H", "N", "C", "O", "C", "C", "C", "C", "N", "C", "H", "H", "H", "H", "H", "H", "N", "C", "C", "C", "C", "C", "C", "C", "N", "C", "C", "N", "C", "H", "H", "H", "H", "H", "H", "H"], "xyz": [[0.0968, 0.1664, -0.1014], [5.9866, 1.4527, 2.1082], [5.6782, 1.7770, 0.6507], [4.8058, 0.7954, 0.0109], [3.4795, 0.9174, -0.1729], [2.6962, -0.3279, -1.0750], [2.9187, 2.0045, 0.3445], [1.6008, 2.1335, 0.0893], [1.1139, 3.2790, 0.4450], [1.9491, 4.2628, 1.2034], [-0.2293, 3.6115, -0.0684], [-0.8969, 4.7742, 0.3042], [-2.0686, 5.1300, -0.3469], [-2.5382, 4.3286, -1.3708], [-1.8491, 3.1556, -1.6308], [-0.7459, 2.7767, -0.9917], [6.5208, 2.2850, 2.5732], [6.6104, 0.5595, 2.1899], [5.0628, 1.2735, 2.6585], [6.5970, 1.8195, 0.0653], [5.1821, 2.7391, 0.5761], [5.2042, -0.0677, -0.3128], [2.5881, 3.7205, 1.8977], [1.3422, 4.9912, 1.7433], [2.6158, 4.8078, 0.5280], [-0.4966, 5.4057, 1.0852], [-2.5983, 6.0321, -0.0641], [-3.4260, 4.5834, -1.9368], [-2.2137, 2.4750, -2.3905], [-2.5615, -2.3403, 2.1170], [-1.4430, -1.9805, 1.7720], [-1.1649, -1.4961, 0.6029], [-0.2922, -2.1112, 2.7414], [-0.4422, -3.0338, 3.7510], [0.5776, -3.2624, 4.6620], [1.7408, -2.5279, 4.6150], [1.8809, -1.5591, 3.6484], [0.9098, -1.3386, 2.6241], [1.1238, -0.5155, 1.6711], [3.0972, -0.7381, 3.7244], [3.0787, 0.3685, 3.2205], [4.0879, -1.2290, 4.2455], [0.4144, -4.2789, 5.7035], [-0.5975, -4.9557, 5.6862], [1.2958, -4.3898, 6.5373], [-1.3668, -3.5906, 3.8203], [2.5245, -2.6857, 5.3390], [1.2038, -0.7406, -4.0271], [-0.3422, -0.5448, -2.8582], [-1.4555, 0.4662, -4.0976], [-1.0977, -2.3397, -3.0469], [-2.0687, -2.5953, -4.0120], [-2.7414, -3.8080, -4.0370], [-2.4478, -4.7756, -3.0864], [-1.4523, -4.5408, -2.1479], [-0.7600, -3.3317, -2.1172], [0.7117, -3.0058, -0.8464], [0.3783, -4.4472, 0.4293], [2.0707, -3.9831, -1.8800], [0.8714, -1.1209, -4.9895], [1.9151, -1.4264, -3.5803], [1.6932, 0.2228, -4.1426], [-1.3223, 0.1036, -5.1123], [-1.1361, 1.5061, -4.0549], [-2.5040, 0.4009, -3.8112], [-2.3181, -1.8436, -4.7492], [-3.4992, -3.9892, -4.7901], [-2.9896, -5.7139, -3.0767], [-1.2224, -5.3109, -1.4215], [-0.6235, -4.3780, 0.8486], [1.1011, -4.3502, 1.2373], [0.5194, -5.4111, -0.0538], [1.6291, -4.8430, -2.3790], [2.8329, -4.3197, -1.1769], [2.5505, -3.3349, -2.6114], [-5.7231, 2.9899, 0.8927], [-5.9092, 2.4763, -0.3604], [-6.6845, 2.9549, -1.1635], [-5.0507, 1.2907, -0.6836], [-5.5836, 0.1743, -1.3125], [-4.7526, -0.9058, -1.5418], [-3.4123, -0.8104, -1.1897], [-2.8698, 0.2945, -0.6692], [-3.7013, 1.2992, -0.3867], [-6.3462, 3.7206, 1.1926], [-5.2319, 2.4590, 1.5908], [-6.6313, 0.1597, -1.5912], [-5.1254, -1.8220, -1.9807], [-2.7566, -1.6615, -1.2966], [-3.2689, 2.1610, 0.1057], [-1.4836, 8.1724, 7.3807], [-1.5346, 7.2075, 6.7562], [-1.5979, 6.0025, 5.9615], [-2.8190, 5.5680, 5.4531], [-2.8770, 4.4343, 4.6628], [-1.7163, 3.7254, 4.3888], [-0.4976, 4.1429, 4.9073], [-0.4382, 5.2830, 5.6877], [-1.7656, 2.5818, 3.5490], [-2.8213, 1.6970, 3.3775], [-2.4377, 0.8478, 2.3900], [-1.1744, 1.2006, 1.9341], [-0.8134, 2.2328, 2.6543], [-3.7183, 6.1294, 5.6679], [-3.8224, 4.1130, 4.2449], [0.4016, 3.5688, 4.7168], [0.5065, 5.6119, 6.0986], [-3.6929, 1.7070, 4.0121], [-2.9591, -0.0198, 2.0152], [0.1361, 2.7387, 2.5909]], "forces_ev_per_a": [[-0.21, 0.18, 0.82], [-0.07, -0.01, -0.04], [-0.14, -0.18, 0.08], [0.04, 0.04, 0.03], [-0.01, 0.11, 0.18], [0.05, 0.18, -0.04], [0.06, -0.15, -0.01], [0.44, 0.31, 0.08], [-0.04, -0.04, -0.12], [-0.18, 0.19, 0.01], [0.10, -0.06, -0.04], [-0.08, 0.14, 0.03], [0.03, 0.05, 0.07], [-0.03, 0.10, -0.03], [0.12, -0.13, -0.12], [-0.07, -0.13, 0.05], [0.02, -0.05, -0.04], [-0.04, 0.02, 0.01], [0.12, 0.04, -0.03], [0.04, 0.05, -0.04], [-0.03, 0.07, -0.04], [0.05, -0.03, -0.07], [0.01, 0.00, 0.03], [0.05, -0.03, -0.04], [-0.02, -0.03, 0.02], [-0.03, -0.01, -0.05], [0.04, -0.02, -0.02], [0.06, -0.05, 0.04], [-0.01, -0.02, 0.05], [0.03, -0.05, -0.09], [0.07, 0.04, -0.10], [-0.28, -0.13, 0.34], [0.04, 0.07, -0.05], [-0.09, -0.12, 0.07], [-0.05, -0.15, 0.07], [0.13, 0.08, 0.19], [0.06, 0.15, 0.16], [0.03, 0.06, -0.06], [0.10, -0.07, 0.32], [0.20, -0.36, -0.64], [-0.23, 0.09, 0.34], [-0.24, 0.07, 0.11], [-0.03, 0.06, 0.02], [0.04, 0.06, -0.06], [0.00, 0.03, -0.10], [0.01, 0.02, -0.02], [0.03, -0.01, 0.03], [-0.01, 0.06, 0.04], [0.05, -0.52, -1.13], [-0.05, 0.09, 0.13], [-0.11, 0.03, 0.13], [0.01, -0.03, 0.00], [0.00, -0.03, 0.00], [0.01, 0.02, -0.01], [0.03, 0.03, -0.02], [-0.04, -0.02, 0.00], [-0.13, -0.25, -0.51], [-0.02, 0.12, 0.09], [0.14, 0.10, 0.10], [-0.03, -0.03, -0.08], [0.04, -0.04, 0.02], [0.03, 0.06, 0.00], [-0.02, -0.04, -0.09], [0.03, 0.02, -0.03], [-0.04, 0.02, 0.00], [-0.04, 0.01, 0.01], [0.02, 0.00, 0.03], [0.03, 0.02, -0.01], [-0.02, 0.01, -0.03], [-0.02, 0.01, -0.02], [0.02, -0.01, 0.04], [-0.01, -0.07, -0.03], [-0.02, -0.05, 0.00], [0.04, -0.01, -0.03], [-0.03, -0.01, 0.00], [0.03, -0.04, -0.13], [-0.01, 0.08, 0.01], [0.01, -0.10, 0.11], [-0.10, 0.07, 0.07], [-0.09, -0.04, -0.11], [-0.03, 0.01, -0.02], [0.00, 0.10, 0.14], [-0.06, 0.02, -0.04], [0.15, -0.10, 0.08], [-0.01, 0.02, -0.03], [0.03, -0.02, 0.01], [0.05, 0.00, 0.03], [0.02, 0.03, 0.02], [0.04, 0.00, -0.03], [0.02, -0.01, -0.02], [-0.02, -0.20, -0.13], [0.00, -0.03, 0.01], [-0.02, 0.16, 0.06], [-0.04, 0.03, 0.02], [-0.10, 0.02, 0.01], [0.03, -0.13, -0.08], [0.12, -0.03, 0.03], [0.05, 0.01, 0.01], [-0.17, 0.13, 0.08], [0.10, 0.05, 0.03], [0.15, 0.01, 0.03], [-0.33, 0.14, -0.18], [0.12, -0.22, 0.14], [0.01, -0.01, -0.01], [0.04, 0.01, 0.01], [-0.05, 0.03, 0.04], [0.00, 0.00, -0.02], [0.10, 0.02, -0.03], [0.05, 0.07, 0.00], [-0.06, 0.02, -0.03]], "mulliken_charge": [-0.7588, -0.8106, -0.4101, -0.1000, 0.2735, -0.4299, -1.0120, 0.3850, 0.0775, -1.4407, 1.2431, -0.7449, -0.9755, -0.7707, -0.0412, 0.2201, 0.3382, 0.3184, 0.0955, 0.3904, 0.2315, 0.2188, 0.3457, 0.3591, 0.3553, 0.3065, 0.4644, 0.4921, 0.1115, -0.7762, -0.4219, 1.0792, 0.8956, -0.4238, -0.9570, -0.2922, -0.8302, 0.2962, 1.0595, 0.9411, -0.4978, -0.6601, 1.0406, -0.6354, -0.6448, 0.6476, 0.6574, -1.1046, 1.2748, -1.7059, -0.3749, -0.5427, -0.8365, -0.8947, -0.4269, 0.2307, 1.4958, -1.8259, -1.1840, 0.3966, 0.1741, 0.4124, 0.5415, 0.4555, 0.4154, 0.3700, 0.4167, 0.4288, 0.3313, 0.4841, 0.3477, 0.5943, 0.3946, 0.4319, 0.2308, -0.2757, 0.0775, -0.6385, 0.1148, -1.1307, -1.1581, -0.4565, 1.2701, -1.0200, 0.2299, 0.2199, 0.4749, 0.5741, 0.4042, 1.2066, -0.4925, -0.0391, 0.5087, -0.9400, -0.5250, 0.7336, -0.0933, -0.9814, 0.3455, -1.4116, -1.4363, 2.0822, -1.3472, 0.4454, 0.4175, 0.6052, 0.4578, 0.8542, 0.7377, 0.4453]}



Record 2
{"formula": "C43H44N3O2", "method": "ωB97M-V with the def2-TZVPD basis set", "largest_force_ev_per_a": 5.2, "relative_energy_ev": 0.000, "orbital_gap_ev": 4.03, "charge": 1, "e_tot_ha": -1979.4106, "e_homo_ha": -0.31145, "symbols": ["C", "O", "C", "C", "C", "C", "C", "C", "C", "H", "H", "H", "H", "H", "H", "H", "H", "H", "C", "C", "C", "C", "C", "C", "N", "C", "C", "C", "C", "C", "C", "C", "N", "N", "C", "C", "C", "C", "C", "C", "C", "C", "C", "C", "C", "O", "C", "C", "C", "C", "C", "C", "C", "C", "C", "C", "C", "H", "H", "H", "H", "H", "H", "H", "H", "H", "H", "H", "H", "H", "H", "H", "H", "H", "H", "H", "H", "H", "H", "H", "H", "H", "H", "H", "H", "H", "H", "H", "H", "H", "H", "H"], "xyz": [[2.0872, -3.6032, -0.1411], [1.6350, -2.4163, -0.8221], [1.9821, -2.1789, -2.0578], [2.8990, -2.9776, -2.8032], [4.0619, -2.2538, -3.1641], [5.0705, -2.8664, -3.8909], [4.9336, -4.2049, -4.2861], [3.7840, -4.9333, -3.9354], [2.7862, -4.3544, -3.1568], [1.5226, -4.4685, -0.4960], [3.1637, -3.7635, -0.2834], [1.8652, -3.4086, 0.9075], [1.7010, -1.2254, -2.4682], [4.1368, -1.2282, -2.7939], [5.9709, -2.3046, -4.1435], [5.7398, -4.6876, -4.8388], [3.6884, -5.9683, -4.2784], [1.9156, -4.9189, -2.8170], [-6.4331, -0.6023, 0.7443], [-4.9543, -0.4598, 0.9562], [-4.4672, 0.4792, 1.8614], [-3.0934, 0.6868, 2.0314], [-2.6525, 1.7654, 2.9733], [-2.2064, -0.0939, 1.2789], [-0.8087, 0.1983, 1.2862], [0.0171, 0.2461, 2.4097], [-0.3392, -0.3120, 3.7037], [0.2425, 0.2788, 4.8483], [-0.1724, -0.1220, 6.1155], [-1.1269, -1.1373, 6.2620], [-1.6352, -1.7865, 5.1305], [-1.2293, -1.4000, 3.8570], [1.1617, 0.8150, 2.1133], [1.1137, 1.0971, 0.7584], [2.2795, 1.5160, 0.0430], [3.4382, 0.7398, 0.2031], [3.5119, -0.3735, 1.1831], [4.5254, 0.9928, -0.6376], [4.4773, 1.9853, -1.6165], [5.6409, 2.1885, -2.5387], [3.3365, 2.7799, -1.7149], [2.2352, 2.5796, -0.8821], [1.0926, 3.5268, -0.9954], [-0.1067, 0.8144, 0.2653], [-0.3327, 0.6846, -1.1854], [0.5877, 0.1690, -1.8798], [-1.5604, 1.1292, -1.8396], [-1.8023, 0.6641, -3.2244], [-2.4750, 2.0112, -1.1872], [-2.0710, 2.8522, -0.1303], [-2.9380, 3.7660, 0.4526], [-4.2805, 3.7932, 0.0680], [-4.7307, 2.9200, -0.9331], [-3.8381, 2.0868, -1.5958], [-2.6639, -1.1096, 0.4364], [-1.7400, -2.0423, -0.2773], [-4.0442, -1.2544, 0.2596], [-6.6350, -1.2940, -0.0817], [-6.9325, -0.9867, 1.6460], [-6.8808, 0.3727, 0.5047], [-5.1705, 1.1010, 2.4217], [-1.8120, 2.3486, 2.5779], [-3.4894, 2.4619, 3.1274], [-2.3728, 1.3568, 3.9559], [0.9877, 1.0640, 4.7064], [0.2502, 0.3642, 6.9934], [-1.4625, -1.4390, 7.2557], [-2.3547, -2.5980, 5.2357], [-1.5940, -1.9263, 2.9735], [4.5540, -0.7020, 1.2587], [3.1521, -0.0589, 2.1672], [2.9262, -1.2442, 0.8542], [5.4299, 0.3900, -0.5326], [5.4342, 3.0036, -3.2393], [6.5466, 2.4384, -1.9718], [5.8545, 1.2752, -3.1103], [3.2989, 3.5831, -2.4556], [1.4063, 4.3869, -1.6008], [0.2458, 3.0805, -1.5315], [0.7546, 3.9065, -0.0238], [-2.1848, 1.4902, -3.8464], [-0.8592, 0.2855, -3.6432], [-2.5490, -0.1505, -3.2509], [-1.0359, 2.7971, 0.2079], [-2.5390, 4.4498, 1.2040], [-4.9629, 4.4955, 0.5533], [-5.7840, 2.9177, -1.2215], [-4.1669, 1.4393, -2.4136], [-2.1441, -3.0651, -0.2052], [-1.6708, -1.8067, -1.3502], [-0.7304, -2.0427, 0.1458], [-4.4116, -2.0047, -0.4449]], "forces_ev_per_a": [[0.14, -0.56, 0.35], [-0.03, 0.66, -2.54], [0.41, -0.72, 2.39], [1.16, -1.37, -0.78], [-0.69, 0.02, -0.05], [0.18, -0.37, 0.06], [-0.33, 0.32, 0.31], [0.15, 0.00, -0.02], [0.07, 0.83, 0.31], [0.08, 0.19, 0.10], [-0.31, 0.16, -0.08], [0.03, -0.10, -0.14], [-0.71, 0.72, 0.53], [0.14, -0.14, -0.41], [-0.27, -0.20, 0.08], [-0.31, 0.14, 0.05], [0.00, 0.40, 0.26], [0.25, 0.09, -0.36], [-0.22, -0.06, -0.10], [0.20, -0.08, -0.01], [0.44, -0.07, -0.02], [-0.44, 0.15, -0.24], [-0.06, 0.33, 0.30], [-0.86, -0.29, -0.40], [1.21, 1.24, 0.19], [0.36, 0.26, -1.38], [0.08, -0.31, 1.30], [-0.50, -0.22, -0.37], [-0.01, -0.19, -0.06], [0.09, 0.08, -0.29], [0.19, 0.09, 0.10], [0.36, 0.58, -0.20], [-0.45, -0.28, -0.13], [-1.54, 0.03, 1.08], [0.66, 0.27, -0.65], [-0.12, 0.41, -0.72], [0.49, -0.56, 0.45], [-0.32, 0.08, 0.10], [-0.25, -0.02, 0.05], [0.21, 0.12, -0.10], [0.21, -0.29, 0.23], [0.28, -0.38, 0.44], [-0.33, 0.44, -0.42], [0.96, -1.35, 0.48], [-3.88, 1.55, -3.03], [1.28, -0.95, 0.45], [2.84, -1.13, 2.32], [0.07, 0.00, -0.51], [-1.24, 0.52, 0.54], [-0.10, -0.01, -0.24], [-0.21, -0.20, -0.07], [0.09, 0.03, 0.18], [0.14, 0.18, -0.09], [0.48, -0.09, 0.32], [-0.45, 0.26, 0.01], [0.07, -0.56, -0.38], [0.12, 0.09, 0.22], [-0.06, 0.17, 0.19], [0.15, 0.11, -0.24], [0.08, -0.26, 0.05], [0.25, -0.17, -0.16], [-0.11, -0.17, 0.16], [0.33, -0.18, -0.03], [-0.03, 0.09, -0.26], [-0.31, -0.17, 0.14], [-0.11, -0.15, -0.18], [0.12, 0.13, -0.30], [0.22, 0.18, 0.02], [-0.04, 0.20, 0.32], [-0.17, -0.01, 0.09], [0.26, -0.31, -0.27], [-0.03, 0.29, 0.17], [-0.20, 0.13, 0.04], [0.14, -0.19, 0.07], [-0.15, -0.03, -0.15], [-0.04, 0.21, 0.07], [0.01, -0.24, 0.27], [-0.08, -0.14, 0.26], [0.08, 0.03, 0.22], [0.06, -0.16, -0.19], [0.12, -0.35, 0.06], [-0.39, 0.15, 0.02], [0.16, 0.19, -0.07], [-0.43, 0.40, -0.18], [-0.30, -0.15, -0.12], [0.16, -0.25, -0.25], [0.31, 0.06, 0.07], [-0.02, 0.26, 0.33], [0.17, 0.27, 0.01], [0.08, 0.06, 0.30], [-0.16, 0.06, -0.11], [0.11, 0.16, 0.23]], "mulliken_charge": [-0.9887, 0.1576, 0.3023, -0.3767, -0.3024, -0.6036, -0.4054, -0.7010, -0.1376, 0.3181, 0.4215, 0.3695, 1.0477, 0.3340, 0.4101, 0.4036, 0.4001, 0.3988, -1.6841, 0.8019, -0.7962, 1.8440, -2.1457, -0.4004, 1.7377, 0.6320, 0.1605, -0.6655, -0.7003, -0.4832, -0.7617, 0.1628, -1.4576, 1.4188, 0.4365, 1.1822, -1.4905, -0.9667, 0.6185, -1.4662, -1.2822, 0.5856, -1.1919, -0.2743, -0.5788, -0.8643, 1.7136, -2.7210, 1.3014, 0.4897, -0.7546, -0.6945, -0.7117, -1.3497, 0.9568, -2.3131, -1.2210, 0.3959, 0.3289, 0.3516, 0.4240, 0.2467, 0.5943, 0.3643, 0.4339, 0.4062, 0.4034, 0.4273, 0.3790, 0.4604, 0.3319, 0.1023, 0.4350, 0.3704, 0.3449, 0.2369, 0.3260, 0.6209, 0.2548, 0.2329, 0.5180, 0.3824, 0.3474, 0.0884, 0.4613, 0.3991, 0.4602, 0.3635, 0.6685, 0.2336, 0.1193, 0.3715]}